1.
Computed, not measured: a 2-piece molecular cluster, C4H14N2O overall at a distorted geometry, with ωB97M-V/def2-TZVPD.

The geometry in XYZ format:
```
21
Properties=species:S:1:pos:R:3:forces:R:3
C -0.7608 1.6861 0.5772 -1.62 1.25 -1.86
N -1.0277 0.5349 -0.3073 1.70 2.49 1.43
C -1.6320 -0.5537 0.6043 1.51 -0.88 -4.43
C 0.1267 0.6321 -1.4380 -3.18 -1.62 0.90
C 0.5782 -0.8246 -1.5236 2.66 2.76 -2.39
N 1.5765 -1.1642 -0.4211 -2.52 -2.10 -1.60
H -1.5917 2.3113 0.2147 -0.29 0.67 1.80
H 0.0624 2.3589 0.3225 0.55 -0.63 -0.07
H -0.6826 1.4199 1.6200 -0.48 0.28 0.41
H -1.0788 -1.3600 0.0942 -1.26 -0.99 0.63
H -1.2708 -0.6502 1.6023 0.06 0.74 0.87
H -2.7469 -0.6208 0.4728 1.23 0.17 0.22
H 0.8810 1.4277 -1.1553 -0.76 -1.30 -0.22
H -0.4314 0.9644 -2.4191 1.15 -0.63 1.85
H 1.1356 -0.8141 -2.5361 -0.87 -0.82 1.12
H -0.3728 -1.3979 -1.6171 1.28 -0.23 0.46
H 1.7763 -2.1043 -0.7882 0.34 -0.03 1.20
H 2.4691 -0.7220 -0.5000 0.27 0.96 -0.52
O 0.9901 -0.8484 2.5008 -1.08 3.70 -2.95
H 1.2930 -0.0878 3.0144 0.30 -0.47 0.91
H 0.7065 -0.1873 1.6827 1.01 -3.32 2.25
```
Forces are in eV/Å.

Values from the calculation:
**Electronic energy**: -345.3934 a.u.
**Relative energy (zero: lowest compared OMol25 entry of this formula, charge and spin)**: 479.87 kJ/mol

***

2.
Computed, not measured: a 2-piece molecular cluster, C4H14N2O overall at a distorted geometry, with ωB97M-V/def2-TZVPD.

The geometry in XYZ format:
```
21
Properties=species:S:1:pos:R:3:forces:R:3
C -2.1389 -0.0518 -1.2551 1.16 0.29 -1.11
N -1.3668 -0.8335 -0.3117 -0.67 -0.66 0.39
C -0.0090 -0.4853 0.0351 0.99 -0.40 1.79
C 0.9100 -0.2823 -1.1674 -0.59 1.18 -0.28
C -0.0081 0.6435 1.1292 -0.81 1.15 -2.45
N -0.9720 0.5116 2.1874 -0.31 0.10 0.45
H -1.4738 0.4841 -1.9470 -0.03 0.31 0.23
H -2.6422 -0.6969 -1.9752 -0.51 -0.14 0.45
H -2.8133 0.6879 -0.8277 -0.17 -0.15 0.22
H -1.4866 -1.8155 -0.4908 0.17 -0.02 0.05
H 0.4287 -1.2601 0.6904 -0.49 -0.77 -0.73
H 1.9569 -0.0537 -0.9464 -0.43 -0.46 0.00
H 0.5404 0.6091 -1.6927 0.17 0.03 -0.04
H 0.7707 -1.0846 -1.8934 0.30 -0.24 0.21
H 0.9884 0.8584 1.5104 0.07 -0.20 -0.06
H -0.3253 1.5042 0.5174 0.32 0.42 0.53
H -1.0685 -0.4433 2.4632 0.30 -0.82 0.39
H -1.9141 0.7127 1.8780 0.13 0.30 -0.31
O 3.4249 0.3482 0.3723 0.08 0.45 -1.04
H 4.0271 0.9885 0.7497 0.07 -0.25 0.56
H 3.1716 -0.3412 0.9741 0.24 -0.12 0.75
```
Forces are in eV/Å.

Values from the calculation:
**Electronic energy**: -345.5081 a.u.
**Relative energy (zero: lowest compared OMol25 entry of this formula, charge and spin)**: 178.79 kJ/mol

***

3.
Computed, not measured: a 2-piece molecular cluster, C4H14N2O overall at a distorted geometry, with ωB97M-V/def2-TZVPD.

The geometry in XYZ format:
```
21
Properties=species:S:1:pos:R:3:forces:R:3
C 0.0044 -2.3699 1.0370 -1.18 -1.13 0.49
C 0.9658 -1.2240 1.3080 -0.88 -0.48 1.59
N 0.3019 0.0234 1.6806 1.62 -0.08 -0.22
C 0.5809 1.1359 0.8260 -1.38 0.73 -1.06
C -0.3059 1.0880 -0.4618 1.32 0.12 1.03
N -0.2309 2.2231 -1.3218 0.15 0.73 -0.95
H -0.3158 -2.8605 1.9701 0.75 0.02 0.16
H -1.0253 -2.1700 0.7110 0.50 0.78 -0.89
H 0.4186 -3.1680 0.4205 0.05 0.12 -0.09
H 1.5131 -1.5618 2.1959 0.38 0.03 -0.17
H 1.7139 -1.0902 0.5430 -0.08 0.31 -0.52
H -0.6448 -0.0634 2.0031 -0.14 -0.03 -0.20
H 0.2685 2.0477 1.2802 -0.11 0.85 0.83
H 1.6272 1.2990 0.5781 0.26 -0.56 0.15
H -1.2910 1.0445 -0.0164 -0.46 -0.46 -0.56
H 0.0258 0.1697 -0.9546 -0.58 -0.22 -0.16
H -1.0194 2.7910 -1.5622 -0.36 -0.29 0.35
H 0.6178 2.7000 -1.5665 0.32 -0.39 0.36
O -1.3582 -0.0824 -3.1157 -0.52 -0.08 -0.83
H -0.7612 0.6672 -3.1907 0.11 0.05 0.38
H -1.0855 -0.5991 -2.3638 0.24 -0.03 0.31
```
Forces are in eV/Å.

Values from the calculation:
**Electronic energy**: -345.5021 a.u.
**Relative energy (zero: lowest compared OMol25 entry of this formula, charge and spin)**: 194.45 kJ/mol